[1]
Formula: C3H7NO2
Source: OMol25
Level of theory: ωB97M-V/def2-TZVPD

Calculated values
SMILES = C[C@@H](N)C(=O)O
HOMO level = -9.232 eV
energy above the lowest of the compared OMol25 structures with the same formula, charge and spin = 39.6 kcal/mol

The geometry in ORCA input format:
```
! wB97M-V def2-TZVPD RIJCOSX def2/J DEFGRID3
* xyz 0 1
H 1.4845 -0.4649 1.4167
C 0.5616 0.4843 -0.3230
C -0.6946 0.2188 0.5621
H -0.0704 -0.8958 -1.8130
H 2.6684 0.6885 0.3386
H 1.2845 0.0180 -2.2211
C 1.8324 -0.0869 0.3864
O -1.5549 0.9399 0.9659
N 0.3789 -0.0166 -1.6774
H 2.2312 -0.9159 -0.1123
H -1.5166 -1.6168 0.9143
O -0.8893 -1.1927 0.2686
H 0.6232 1.6284 -0.4100
*
```

natural (NBO) charges, unit e, in atom order:
1 H 0.22
2 C -0.15
3 C 0.81
4 H 0.39
5 H 0.22
6 H 0.36
7 C -0.63
8 O -0.52
9 N -0.85
10 H 0.21
11 H 0.49
12 O -0.76
13 H 0.21

=====

[2]
Formula: C34H31BCeF4N10O2S3
Source: OMol25
Level of theory: ωB97M-V/def2-TZVPD

Calculated values
HOMO level (spin up / spin down) = -4.081 / -4.079 eV
energy above the lowest of the compared OMol25 structures with the same formula, charge and spin = 0.0 kcal/mol

The geometry in ORCA input format:
```
! wB97M-V def2-TZVPD RIJCOSX def2/J DEFGRID3
* xyz -1 2
C -0.1028 -4.2138 -3.7135
C -2.7565 -2.5939 1.1101
C 0.2008 2.2556 2.0997
N 3.1209 -3.5830 0.9931
N 0.0553 -0.6669 3.0712
C 1.3285 -1.0169 3.0456
H 2.3000 4.1994 -0.6419
C -4.0935 -0.6268 0.8338
H 0.0282 -5.0709 -4.3585
N -0.4474 -2.0055 -2.0396
C 0.6866 -2.1786 -2.7324
O 2.9542 -1.5296 -2.8902
C 3.1652 1.3816 -3.1037
C 2.7320 -3.8907 -0.2723
H 3.3339 -3.0319 -2.0563
C -4.0130 -1.9664 1.0732
C 1.8546 2.1925 -1.2288
H 5.6331 -2.8987 -0.8331
N -1.6918 2.2175 0.6874
H 0.3512 2.0689 5.4916
S 1.3878 -4.7850 -0.5932
C 0.8895 -3.2631 -3.5816
N -1.4819 3.5205 0.2582
H 4.4763 -1.5597 -0.6630
C 3.4850 3.6172 -2.3164
C -1.2601 -4.0549 -2.9716
C 1.7968 -1.1618 -2.5935
H -5.0431 -0.1133 0.8044
C 2.5238 3.4098 -1.3436
C -0.0687 2.0615 4.4991
N 1.3773 0.0060 -2.1402
F -2.8931 -0.1877 -2.2477
Ce -0.7980 0.4761 -1.4177
H -1.4505 6.0966 1.0517
S -1.8036 2.8917 -2.3722
H -1.0895 -3.0219 5.1580
H -0.6522 -2.2658 0.8876
F -3.4558 0.5523 -4.3597
C -1.3840 -2.9417 -2.1572
H -2.2832 -2.7898 -1.5707
C -0.7718 -1.3801 3.8132
C -0.3723 -2.4639 4.5770
C -1.6433 -1.8204 0.8692
H 1.7815 2.4527 3.4515
H 1.3216 -3.6340 5.1757
H -4.9109 -2.5444 1.2402
H -2.6554 -3.6489 1.3037
H 4.6012 2.7374 -3.9224
C 1.8417 -2.0716 3.7893
C -2.9033 1.5161 0.4622
H -0.3282 7.1548 0.1538
H -2.0561 -4.7799 -3.0044
H 2.7380 -4.0821 1.7763
H 3.9762 4.5784 -2.3927
C -1.4248 1.8070 4.2885
H 5.1918 -3.6924 1.3579
F -1.2638 0.1347 -3.7866
N -1.1442 2.0865 1.9348
C 4.4323 -2.9786 1.0138
C -1.9223 1.8034 3.0163
C 3.8259 2.5924 -3.1820
C 4.6405 -2.6233 -0.4677
C -2.9006 0.1324 0.6287
H 1.8253 -3.3281 -4.1168
C -0.6605 6.1336 0.3083
B -2.6367 -0.2772 -3.6894
H -2.9684 1.6378 2.8074
N 3.6362 -3.4193 -1.1520
C -1.5089 3.8362 -0.9921
N -1.6718 -0.5096 0.6254
C 0.7199 2.2681 3.3833
N 0.8808 1.9757 -0.2228
S -1.2875 5.5554 -1.2985
H 4.4455 -2.0976 1.6594
C 2.1624 1.1634 -2.1582
H -2.0850 1.6198 5.1216
H 2.8958 -2.3068 3.7652
C 1.2170 2.4297 0.9877
H 0.1682 5.4969 0.5999
H 1.9551 -0.4127 2.4047
F -2.7598 -1.5723 -4.0766
H 3.4239 0.5746 -3.7710
C 0.9691 -2.8092 4.5724
H -1.8063 -1.0660 3.7983
O 2.3041 2.9007 1.3449
H -3.8149 2.0955 0.3762
*
```

Löwdin charges, unit e, in atom order:
1 C -0.07
2 C -0.11
3 C -0.04
4 N -0.01
5 N 0.08
6 C -0.12
7 H 0.11
8 C -0.03
9 H 0.11
10 N 0.05
11 C -0.19
12 O -0.03
13 C -0.02
14 C -0.91
15 H 0.09
16 C -0.09
17 C -0.21
18 H 0.11
19 N -0.19
20 H 0.11
21 S 0.62
22 C -0.03
23 N -0.01
24 H 0.12
25 C -0.10
26 C -0.05
27 C -0.43
28 H 0.11
29 C -0.02
30 C -0.04
31 N -0.03
32 F 0.00
33 Ce 1.09
34 H 0.02
35 S 0.66
36 H 0.10
37 H 0.11
38 F 0.21
39 C -0.13
40 H 0.12
41 C -0.16
42 C -0.06
43 C -0.20
44 H 0.12
45 H 0.10
46 H 0.10
47 H 0.09
48 H 0.09
49 C -0.07
50 C -0.14
51 H 0.02
52 H 0.11
53 H 0.11
54 H 0.09
55 C -0.06
56 H 0.11
57 F 0.04
58 N 0.06
59 C -0.16
60 C 0.00
61 C -0.10
62 C -0.14
63 C -0.34
64 H 0.12
65 C -0.40
66 B -1.29
67 H 0.13
68 N 0.03
69 C -1.13
70 N -0.05
71 C -0.01
72 N 0.02
73 S 0.82
74 H 0.10
75 C -0.20
76 H 0.11
77 H 0.09
78 C -0.47
79 H 0.02
80 H 0.12
81 F 0.20
82 H 0.10
83 C -0.08
84 H 0.11
85 O 0.01
86 H 0.12

=====

[3]
Formula: C60H52N9O5PReS
Source: OMol25
Level of theory: ωB97M-V/def2-TZVPD

Calculated values
HOMO level (spin up / spin down) = -10.864 / -10.752 eV
energy above the lowest of the compared OMol25 structures with the same formula, charge and spin = 72.2 kcal/mol

The geometry in ORCA input format:
```
! wB97M-V def2-TZVPD RIJCOSX def2/J DEFGRID3
* xyz 2 2
H -3.5766 3.3292 3.8608
C -0.8095 5.9631 1.0572
C 3.7483 4.1391 0.9489
H -6.2001 0.3807 -0.0623
H -0.5055 5.4894 0.1322
H -3.6322 -0.4833 4.6807
O 1.6067 0.1806 0.8902
C -6.6768 -2.5021 -4.6724
H -1.2336 -0.9393 -6.0521
C 3.1623 3.4148 -0.0761
H 0.8418 0.1684 -6.2595
C -1.8523 -4.2510 5.4018
C -6.0716 -0.8646 -3.0203
H -5.4399 -4.2564 -4.7494
H -6.3717 -1.3626 -0.3121
C -2.6797 -1.1336 -1.6569
C -3.2792 -0.3334 0.2868
C -1.6570 -5.0964 6.4833
H -0.4129 7.9468 0.3616
H 1.7796 -0.1536 1.8130
C -5.0037 -1.6631 -2.6115
C -0.7593 7.3396 1.1877
C 6.1164 -0.3664 -2.1948
C 2.2766 -1.8475 2.8856
H -5.7602 -0.7444 1.2317
C 3.8872 -0.3673 -2.0403
H 6.9896 1.5010 -4.2483
C -1.0566 -2.4116 3.9113
H 1.1230 2.5729 -6.7504
H -6.2319 0.1048 -2.5620
H 4.3284 2.7762 -3.9204
H -3.9537 -3.5068 -2.9287
H -1.1095 9.0181 2.4800
C 3.3974 0.8543 -4.1635
C -4.7840 -2.8880 -3.2430
C -0.2112 -2.1245 2.8709
C -5.7644 -0.5932 0.1557
C 1.1288 -2.7016 2.6675
H -2.4271 -5.8075 6.7519
Re -0.1774 -0.1411 0.1716
C 3.0024 4.4487 2.0772
N -2.2093 -0.5799 -0.4698
S 2.2127 -1.9148 -0.4804
C 1.5940 0.7423 -5.7304
C 1.3873 -4.1935 2.8599
C -1.1232 -2.7912 -2.6689
C -1.1927 -1.4492 -5.0968
C -1.8639 -1.6209 -2.7913
C -0.4795 -5.0294 7.2147
H 2.2919 -0.9380 -4.5719
H 0.1117 -2.9961 -5.8136
C 5.0700 -0.7329 -1.3790
N 0.0929 1.2565 -2.6177
C -1.9698 -0.8948 2.5973
C 1.7582 2.0918 -6.0179
O 2.8142 -2.9666 -1.2517
N -4.4033 -0.6879 -0.3634
H 0.5501 -4.8314 3.1228
C -1.6555 5.7816 3.3036
C -0.4079 -3.2823 -3.7517
H 8.1504 0.2970 -2.3247
C 0.5111 -4.1260 6.8544
C -3.3036 -1.5169 4.6302
C -6.9018 -1.2840 -4.0481
O 1.2530 -3.6072 1.5706
H -7.7180 -0.6516 -4.3723
C 3.7264 -3.6988 3.3882
C 7.5776 -0.5837 -2.0345
H 4.7167 -4.0029 3.7059
C -1.1542 7.9418 2.3762
H 7.0091 -0.1787 -4.8185
H 0.3614 1.5024 -3.5513
C 2.7454 2.8243 -5.3698
H -4.1370 -2.1371 4.3028
H 1.4311 -4.0732 7.4218
C -2.1110 1.6781 1.7310
C -1.2828 3.7076 1.9355
H -2.9931 -1.8406 5.6183
C 1.0850 3.2971 1.1494
H -2.7632 -4.3257 4.8190
H -4.4442 2.7308 2.4421
C 2.4147 0.1137 -4.8035
C 6.3710 0.6342 -4.4775
H 7.8140 -0.8365 -1.0047
O 0.7150 -1.8041 -0.7368
C 2.7190 -4.5818 3.3382
C 0.3224 -3.2813 5.7720
C 1.8408 3.0081 0.0176
P -3.2255 0.2744 1.9933
H 4.7776 4.4659 0.8747
C -1.9118 -0.9615 -4.0174
C -1.6022 7.1620 3.4309
N -2.1662 -1.6304 3.7186
N 4.2467 0.2030 -3.2233
C -0.4353 -2.6077 -4.9632
H -1.9758 5.1800 4.1464
N 5.6228 0.2144 -3.3027
O 2.6462 -0.4683 -1.7170
H 7.9016 -1.4121 -2.6691
N -0.8903 1.6264 1.2002
C -1.2589 5.1700 2.1158
H 4.3555 -1.6023 3.1686
H 3.4456 5.0226 2.8809
H -2.5273 -0.0752 -4.1236
C -5.6201 -3.3055 -4.2655
H -0.3322 -5.6837 8.0641
H 2.8433 -5.6013 3.6802
N -0.7849 -1.1647 2.0546
H -3.8307 4.3922 2.4685
H -1.1125 -3.3260 -1.7279
C -0.8670 -3.3307 5.0438
H 5.1325 -1.2073 -0.4155
C 1.6891 4.0245 2.1806
N -2.3792 2.9229 2.1720
C 3.5099 -2.2804 3.1058
H -7.3250 -2.8259 -5.4762
C 0.0611 0.7795 -1.5572
C -3.6308 3.3692 2.7738
C -0.3299 2.8915 1.3502
H 1.1260 4.2436 3.0783
H 0.1629 -4.1962 -3.6476
H 2.8851 3.8732 -5.5951
H 5.6865 0.8989 -5.2746
H 1.3997 2.4732 -0.8006
H -1.9047 7.6285 4.3594
H 1.0903 -2.5675 5.4949
C -4.0535 -1.1935 -1.5889
H 3.7327 3.1609 -0.9622
C 3.5643 2.2068 -4.4371
*
```

Löwdin population analysis, charges in e, atoms 1 to 99:
1 H 0.10
2 C -0.02
3 C -0.07
4 H 0.10
5 H 0.12
6 H 0.07
7 O -0.36
8 C -0.06
9 H 0.10
10 C -0.07
11 H 0.10
12 C -0.04
13 C -0.04
14 H 0.11
15 H 0.11
16 C -0.14
17 C -0.42
18 C -0.06
19 H 0.11
20 H 0.01
21 C -0.17
22 C -0.05
23 C -0.23
24 C 0.04
25 H 0.07
26 C -0.35
27 H 0.11
28 C -0.09
29 H 0.11
30 H 0.11
31 H 0.12
32 H 0.12
33 H 0.11
34 C -0.20
35 C -0.01
36 C -0.11
37 C 0.00
38 C -0.38
39 H 0.11
40 Re 1.48
41 C -0.06
42 N -0.02
43 S 0.93
44 C -0.08
45 C -0.17
46 C -0.04
47 C -0.09
48 C -0.21
49 C -0.06
50 H 0.13
51 H 0.11
52 C 0.08
53 N 0.24
54 C -0.41
55 C -0.07
56 O -0.34
57 N -0.04
58 H 0.15
59 C -0.04
60 C -0.05
61 H 0.09
62 C -0.05
63 C 0.00
64 C -0.06
65 O 0.00
66 H 0.11
67 C -0.06
68 C 0.01
69 H 0.11
70 C -0.06
71 H 0.11
72 H 0.09
73 C -0.06
74 H 0.10
75 H 0.11
76 C -0.42
77 C -0.11
78 H 0.10
79 C -0.17
80 H 0.12
81 H 0.07
82 C 0.00
83 C 0.03
84 H 0.10
85 O -0.56
86 C -0.02
87 C -0.02
88 C -0.05
89 P 1.20
90 H 0.11
91 C -0.04
92 C -0.06
93 N -0.04
94 N 0.08
95 C -0.07
96 H 0.11
97 N -0.04
98 O -0.16
99 H 0.10

=====

[4]
Formula: C4H9NO
Source: OMol25
Level of theory: ωB97M-V/def2-TZVPD

Calculated values
SMILES = CCNCC=O
HOMO level = -8.992 eV
energy above the lowest of the compared OMol25 structures with the same formula, charge and spin = 39.1 kcal/mol

The geometry in ORCA input format:
```
! wB97M-V def2-TZVPD RIJCOSX def2/J DEFGRID3
* xyz 0 1
O 2.5964 -0.8895 -1.9720
C 0.3456 -0.4986 -1.2561
H -0.1016 1.0472 2.3602
H -1.6336 0.5227 -0.2796
H 1.4966 -2.3348 -1.0635
H -0.4460 -0.9820 -1.8338
N 0.0111 -0.6069 0.1623
H 0.5171 0.5232 -1.6088
C -0.6896 1.3693 1.5004
C -1.1201 0.2111 0.6218
H -1.7493 -0.4547 1.2138
H 0.8559 -0.5597 0.7130
H -0.1130 2.1131 0.9656
H -1.5610 1.8520 1.9506
C 1.5915 -1.3125 -1.4741
*
```

natural (NBO) charges, unit e, in atom order:
1 O -0.51
2 C -0.32
3 H 0.21
4 H 0.19
5 H 0.11
6 H 0.20
7 N -0.64
8 H 0.19
9 C -0.62
10 C -0.21
11 H 0.19
12 H 0.36
13 H 0.21
14 H 0.21
15 C 0.44

=====

> Which formula does entry 3 have?

C60H52N9O5PReS

=====

> Which of these has the highest energy above the lowest of the compared OMol25 structures with the same formula, charge and spin?

C60H52N9O5PReS

=====

> energy above the lowest of the compared OMol25 structures with the same formula, charge and spin of number 3 (C60H52N9O5PReS)?

72.2 kcal/mol